A single C2H4OS molecule, computed with ωB97M-V with the def2-TZVPD basis set.

```
8
Properties=species:S:1:pos:R:3
O 0.531 1.843 0.499
C 0.624 0.848 -0.196
C -0.108 -0.476 -0.367
S -0.699 -1.197 1.175
H 1.420 0.703 -0.935
H -1.032 -0.487 -0.989
H 0.716 -1.106 -0.759
H -1.451 -0.127 1.572
```

Values from the calculation:
- Total energy: -15020.381 eV
- Relative energy (zero: lowest compared OMol25 entry of this formula, charge and spin): 104.7 kJ/mol
- Charge: 0

Formally, the Mulliken partial charges of the atoms, in units of the elementary charge, are as follows: O -0.46; C 0.23; C -0.52; S -0.21; H 0.24; H 0.31; H 0.27; H 0.14

***

A molecular structure, C2H4OS, computed with ωB97M-V with the def2-TZVPD basis set.

```
8
Properties=species:S:1:pos:R:3
C 0.686 0.239 -0.013
C -0.567 0.218 0.709
O 0.568 1.539 -0.057
S -2.044 0.252 -0.081
H 1.597 -0.123 0.480
H 0.840 -0.209 -0.988
H -0.451 0.472 1.697
H -1.723 0.354 -1.343
```

Values from the calculation:
- Total energy: -15018.213 eV
- Relative energy (zero: lowest compared OMol25 entry of this formula, charge and spin): 313.9 kJ/mol
- Charge: 0

Formally, the Mulliken partial charges of the atoms, in units of the elementary charge, are as follows: C -0.43; C 0.05; O -0.48; S -0.15; H 0.25; H 0.27; H 0.34; H 0.16

***

A single C2H4OS molecule, computed with ωB97M-V with the def2-TZVPD basis set.

```
8
Properties=species:S:1:pos:R:3
C -1.082 0.290 -0.271
O -0.246 -0.681 0.361
C 1.181 -0.332 0.412
S 2.343 -1.386 0.749
H -0.582 1.165 0.073
H -2.148 0.124 0.013
H -0.996 0.222 -1.370
H 1.530 0.598 0.034
```

Values from the calculation:
- Total energy: -15019.815 eV
- Relative energy (zero: lowest compared OMol25 entry of this formula, charge and spin): 159.2 kJ/mol
- Charge: 0

Formally, the Mulliken partial charges of the atoms, in units of the elementary charge, are as follows: C -0.48; O -0.28; C -0.03; S -0.21; H 0.28; H 0.21; H 0.24; H 0.28

***

2 unconnected molecules or ions with the total composition C2H4OS2, computed with ωB97M-V with the def2-TZVPD basis set.

```
9
Properties=species:S:1:pos:R:3
C -0.226 -1.026 0.166
C 0.068 -0.009 1.256
S 0.786 -0.463 2.632
H 0.744 -0.917 -0.404
H -1.226 -0.664 -0.392
H -0.433 -2.023 0.586
H 0.030 0.989 0.911
O -1.206 -2.986 2.522
S -0.785 -3.335 3.914
```

Values from the calculation:
- Total energy: -25853.582 eV
- Relative energy (zero: lowest compared OMol25 entry of this formula, charge and spin): 281.1 kJ/mol
- Charge: 0

Formally, the Mulliken partial charges of the atoms, in units of the elementary charge, are as follows: C -0.71; C -0.15; S -0.23; H 0.27; H 0.24; H 0.26; H 0.36; O -0.27; S 0.25